No. 1
C2H6OSi in the gas phase in a non-equilibrium geometry. Source: OMol25; level of theory: ωB97M-V/def2-TZVPD.

Geometry as XYZ:
```
10
Properties=species:S:1:pos:R:3:forces:R:3:lowdin_charge:R:1
Si -0.28889 0.01776 1.35701 0.906 -0.604 0.518 0.65
H -0.32641 1.47270 1.60658 -0.063 -0.001 -0.225 -0.08
H -1.28909 0.59700 -1.33649 1.175 -0.300 -1.043 0.12
O 0.50148 0.77661 -2.45300 -1.849 -1.206 2.029 0.01
C 0.40513 -0.43497 -0.35476 -1.583 0.322 -1.917 -0.38
H 1.41585 -0.16496 -0.53896 1.421 -0.057 0.945 0.06
H 0.32637 -1.49521 -0.60692 -0.137 -0.180 0.356 0.09
C -0.17177 0.31753 -1.52302 -0.362 1.753 -0.885 -0.35
H -1.58739 -0.57037 1.98173 1.113 0.194 -0.856 -0.07
H 1.01472 -0.51609 1.86784 -0.621 0.080 1.079 -0.06
```
Positions in Å, forces in eV/Å.

Output
**HOMO**: -9.8951 eV
**LUMO energy**: 0.901 eV
**SMILES**: O=CC[SiH3]
**Charge**: 0
**DFT total energy**: -444.4676 hartree
**Kohn-Sham gap**: 0.3967 hartree
**Maximum force**: 3.00 eV/A

No. 2
2 unconnected molecules or ions with the total composition F2H4N2P in a non-equilibrium geometry. Source: OMol25; level of theory: ωB97M-V/def2-TZVPD.

Geometry as XYZ:
```
9
Properties=species:S:1:pos:R:3:forces:R:3:lowdin_charge:R:1
N 1.66557 -1.88358 0.59970 1.050 0.139 -1.142 0.19
H 2.32072 -1.57446 -0.18118 -0.808 -0.041 0.980 0.05
H -3.27317 -0.81337 -0.09782 -0.725 0.288 0.168 0.10
P -1.42604 0.34291 -0.18554 1.478 -4.507 -0.289 1.01
H 1.58853 -2.88365 0.37655 -0.260 -0.158 0.229 0.02
H -3.54546 0.64785 0.90875 0.593 -0.627 -0.580 0.12
N -2.92580 0.04167 0.34009 -0.124 0.412 0.210 -0.04
F -1.37893 -0.75197 -1.40898 -0.177 2.255 1.486 -0.21
F -0.43546 -0.63564 0.74661 -1.028 2.239 -1.061 -0.24
```
Positions in Å, forces in eV/Å.

Output
**HOMO (alpha / beta)**: -14.8897 / -16.0214 eV
**LUMO energy (alpha / beta)**: -10.356 / -5.402 eV
**Charge**: +1
**DFT total energy**: -652.6113 hartree
**Kohn-Sham gap (alpha / beta)**: 0.1666 / 0.3902 hartree
**Maximum force**: 4.75 eV/A

Which of these has the highest charge?
F2H4N2P